No. 1
DFT (wB97M-V/def2-TZVPD) results for C6H11AlClN3Pr as an isolated structure.

CARTESIAN COORDINATES (ANGSTROEM)
Pr: -1.661654 1.185771 -2.198631
Cl: 0.438180 2.010856 -0.832178
C: -3.159055 2.457264 -1.171717
C: -0.617343 1.239991 -4.140727
H: -3.770513 2.438168 -2.091003
H: -3.458948 1.807598 -0.398274
H: -2.596728 3.322367 -0.985287
H: -1.589233 1.377125 -4.644321
H: -0.207615 0.269469 -4.175580
H: -0.010918 2.090201 -4.029460
Al: 0.047825 -0.101444 0.031651
C: 1.688341 -1.186761 0.008238
C: -1.310549 -0.803788 -1.140313
H: 1.502900 -2.092174 -0.576736
H: 2.548479 -0.659205 -0.410531
H: 1.931350 -1.485777 1.037756
H: -1.126770 -1.405248 -2.085091
H: -2.339366 -0.831816 -0.693322
N: 0.074578 0.180147 1.935840
C: 0.659849 0.009704 2.949559
N: 1.311017 -0.112685 3.967839
C: 1.470012 -1.203237 4.689854
N: 1.624376 -2.181741 5.359861

Forces on the atoms, in the same order (eV/Å):
Pr -0.2 -0.9 0.5
Cl 0.7 0.4 0.7
C -1.9 0.7 -0.9
C -0.8 0.3 -2.2
H -0.4 0.5 0.6
H -0.7 -0.2 1.2
H 0.1 1.5 0.6
H 0.6 0.0 -0.6
H 0.8 -1.0 -0.6
H 1.0 1.0 -0.6
Al 1.1 -1.6 0.4
C 0.2 0.1 -0.1
C -0.6 -0.7 0.7
H 0.1 0.0 0.0
H 0.2 -0.1 0.0
H 0.1 0.0 -0.3
H -0.2 0.1 1.4
H 0.5 -0.5 -0.5
N -0.3 0.4 0.6
C -2.3 0.2 -4.1
N 1.9 -0.3 3.3
C 0.3 -3.3 2.0
N -0.4 3.4 -2.2

Properties
net charge = -1
HOMO level (spin up / spin down) = -0.1404 / -0.1400 hartree
orbital gap (spin up / spin down) = 0.222 / 0.219 Eh
DFT total energy = -1619.092403 Eh
LUMO energy (spin up / spin down) = 0.08115 / 0.07952 Ha
2S+1 = 3

***

No. 2
DFT (wB97M-V/def2-TZVPD) results for a single C6H11BN2 molecule.

CARTESIAN COORDINATES (ANGSTROEM)
B: 0.379893 -0.071687 1.285083
C: 1.124803 0.088015 -2.560264
C: 1.565194 -0.201549 -1.245268
C: -0.255213 0.394408 -2.459858
C: 0.519582 0.088243 -0.332974
C: 0.708519 -1.496621 2.006003
C: -1.926268 0.629581 -0.588462
N: -0.631031 0.457468 -1.119483
N: -0.037330 0.994945 2.134526
H: 1.765146 0.022889 -3.426729
H: 2.528598 -0.471718 -0.862589
H: -0.923353 0.459203 -3.305966
H: 0.849940 -1.621351 3.081295
H: 1.527267 -1.910813 1.587287
H: -0.074815 -2.144013 1.805970
H: -1.714723 0.353186 0.511237
H: -2.270721 1.697077 -0.772258
H: -2.702040 -0.004449 -0.931631
H: -0.313311 1.946334 1.993293
H: -0.120134 0.790852 3.200787

Forces on the atoms, in the same order (eV/Å):
B 0.5 0.2 0.3
C -1.5 -0.2 1.1
C -1.7 1.2 1.6
C 1.7 -0.2 0.4
C -1.0 -0.3 -0.5
C -1.2 2.9 1.1
C 0.2 1.6 2.5
N 3.5 -1.4 -1.8
N -0.1 -1.4 2.9
H -0.4 0.0 -0.2
H 0.4 -0.1 -0.3
H -0.3 0.3 0.4
H 0.0 0.8 0.2
H 2.8 -1.5 -1.7
H -1.8 -1.4 -0.8
H -1.3 1.1 -1.5
H 0.3 -1.1 0.7
H -0.4 -1.0 -0.7
H 0.1 0.2 -0.8
H 0.3 0.3 -2.8

Properties
SMILES = CB(N)c1cccn1C
HOMO level = -0.2868 hartree
orbital gap = 0.309 Eh
DFT total energy = -369.595392 Eh
LUMO energy = 0.02208 Ha
energy relative to the best compared isomer or geometry (same formula, charge and spin) = 10.9 kJ/mol
2S+1 = 1

***

No. 3
DFT (wB97M-V/def2-TZVPD) results for a 2-piece molecular cluster, C6H11BNO3 overall.

CARTESIAN COORDINATES (ANGSTROEM)
B: 0.667714 -0.719396 -1.694073
C: -2.778093 -1.658539 0.111196
C: -2.508489 -1.076808 1.319588
C: -1.826797 -1.589340 -0.935656
C: -1.368292 -0.345345 1.480219
C: -0.602637 -0.891235 -0.639649
C: 2.134139 2.678134 0.682008
N: -0.387294 -0.350578 0.496430
O: 0.336148 -1.053461 -2.898220
O: 1.774693 -0.208073 -1.207687
O: 1.764642 1.515752 1.243998
H: -3.596979 -2.397330 -0.059743
H: -3.129087 -1.351497 2.287006
H: -1.920392 -1.963212 -1.923955
H: -1.138401 0.093272 2.437043
H: 1.775070 2.608745 -0.394986
H: 3.230343 2.816399 0.725024
H: 1.472677 3.508510 1.211064
H: 2.098374 1.353070 2.199788
H: 0.490453 0.076127 0.782072
H: 0.815012 -0.997920 -3.737180
H: 2.697196 -0.047274 -1.484285

Forces on the atoms, in the same order (eV/Å):
B -1.1 -0.1 1.2
C 0.4 -2.4 -2.9
C -1.1 -0.4 3.0
C 1.0 2.1 2.4
C 1.1 -0.6 -0.2
C 0.3 -1.7 -4.1
C -1.2 3.4 -0.9
N -2.3 1.2 4.6
O -1.0 -1.0 -3.1
O 1.9 0.8 1.5
O -0.3 -4.4 3.8
H 0.4 1.1 0.4
H 1.1 1.1 -2.3
H -0.3 -0.5 -0.5
H 0.3 0.2 -0.1
H 0.7 0.4 1.2
H -0.6 0.5 -0.1
H 1.9 -0.9 -1.3
H -0.6 0.9 -2.5
H 0.6 0.5 -0.6
H 0.2 0.1 0.7
H -1.2 -0.4 -0.3

Properties
net charge = +1
HOMO level = -0.5026 hartree
orbital gap = 0.360 Eh
DFT total energy = -540.387661 Eh
LUMO energy = -0.14234 Ha
energy relative to the best compared isomer or geometry (same formula, charge and spin) = 0.0 kJ/mol
2S+1 = 1

***

No. 4
DFT (wB97M-V/def2-TZVPD) results for C6H11Br2N2 as an isolated structure.

CARTESIAN COORDINATES (ANGSTROEM)
C: -0.811460 -1.006160 -0.542507
C: -0.488612 1.351379 -0.560286
C: 1.136180 -0.179908 -1.549455
C: -0.038970 -1.245935 0.838693
C: -0.013315 1.199031 0.967415
C: 1.963819 -0.058622 -0.266418
N: -0.258997 0.139934 -1.262308
N: 0.824548 0.003000 1.010578
Br: 2.895892 1.590484 -0.099999
Br: 3.320119 -1.497501 0.191323
H: -0.695995 -1.956666 -1.060738
H: -1.903491 -0.751999 -0.274416
H: -1.559360 1.602296 -0.445523
H: -0.010580 2.092174 -1.036680
H: 1.578357 0.475381 -2.310821
H: 1.034577 -1.273749 -1.789511
H: -0.860346 -1.178389 1.569846
H: 0.447963 -2.149313 0.907933
H: 0.481632 2.127189 1.387144
H: -0.830085 1.012711 1.678432
H: 1.571466 -0.185771 1.821715

Forces on the atoms, in the same order (eV/Å):
C -1.1 0.5 1.5
C -2.1 -1.9 3.6
C -0.5 -1.1 0.4
C -2.9 3.6 -0.6
C 0.0 1.8 0.3
C -0.2 0.1 1.9
N -0.1 -1.6 -0.4
N 4.4 -3.4 0.2
Br 0.2 0.3 -0.2
Br -1.6 0.9 -0.4
H -0.5 0.3 -0.6
H 1.6 -0.7 -0.7
H 0.4 -0.3 -0.7
H 1.8 2.9 -1.5
H -0.2 -0.5 0.0
H 1.0 1.2 -0.5
H 0.8 -0.2 0.3
H 1.6 -1.7 0.1
H -0.1 -1.3 -0.7
H 0.0 -0.1 -0.5
H -2.4 1.1 -1.6

Properties
net charge = +1
HOMO level = -0.4890 hartree
orbital gap = 0.349 Eh
DFT total energy = -5492.439970 Eh
LUMO energy = -0.14023 Ha
energy relative to the best compared isomer or geometry (same formula, charge and spin) = 0.0 kJ/mol
2S+1 = 1

***

No. 5
DFT (wB97M-V/def2-TZVPD) results for a 2-piece molecular cluster, C6H11BrF4O4P overall.

CARTESIAN COORDINATES (ANGSTROEM)
C: 3.590537 -0.312058 0.554367
C: 2.369102 0.243474 -0.153870
F: 2.824906 1.201061 -1.062296
C: 1.661756 -0.786396 -1.026042
O: 1.020130 -1.861346 -0.314512
P: -0.367857 -1.591783 0.395600
O: -0.218303 -0.922366 1.687838
O: -0.956760 -3.072119 0.619672
O: -1.280629 -0.825848 -0.652213
C: -2.589943 -0.501380 -0.143299
C: -2.671541 0.865230 0.525280
C: -2.009167 1.971794 -0.268505
F: -0.712454 1.989121 -0.030677
F: -2.173414 1.770766 -1.609004
F: -2.553004 3.160769 -0.003418
H: 3.370899 -1.267412 1.037211
H: 3.935563 0.400245 1.302566
H: 4.380262 -0.484915 -0.182225
H: 1.714518 0.757893 0.553984
H: 2.434593 -1.259371 -1.638403
H: 1.005996 -0.252916 -1.717389
H: -1.500541 -3.297613 -0.147590
H: -3.235547 -0.454266 -1.023879
H: -3.002974 -1.281205 0.499619
H: -2.229141 0.768418 1.517198
H: -3.726293 1.125589 0.648376
Br: 0.919305 3.916633 0.631610

Forces on the atoms, in the same order (eV/Å):
C -0.1 -0.1 0.0
C 0.3 0.1 0.4
F -0.1 -0.1 -0.1
C 0.8 0.3 -0.5
O -0.7 0.3 -0.7
P 1.3 0.3 2.0
O -0.4 0.0 -0.1
O -0.4 0.5 -0.9
O -0.1 -0.8 0.2
C -1.0 0.8 -1.0
C -0.2 -0.5 0.5
C 0.5 -0.6 0.0
F -0.8 -0.7 -0.4
F -0.2 0.0 -0.1
F 0.0 0.2 0.2
H -0.1 0.1 0.1
H 0.1 -0.1 0.0
H 0.0 0.0 0.0
H -0.2 0.0 -0.2
H -0.1 -0.1 0.1
H -0.4 -0.2 0.3
H 0.1 -0.4 0.1
H 0.2 -0.2 -0.1
H 0.3 0.0 0.2
H 0.2 0.5 -0.1
H 0.0 -0.1 0.0
Br 0.9 1.0 0.4

Properties
net charge = -1
HOMO level = -0.1126 hartree
orbital gap = 0.196 Eh
DFT total energy = -3851.219102 Eh
LUMO energy = 0.08358 Ha
2S+1 = 1

***

No. 6
DFT (wB97M-V/def2-TZVPD) results for a 2-piece molecular cluster, C6H11BrO3S overall.

CARTESIAN COORDINATES (ANGSTROEM)
C: -3.026605 -1.285066 0.566206
C: -4.401595 -1.929714 0.756502
C: 3.819853 -0.308432 -1.388694
C: -1.692105 0.831651 0.400457
C: 2.837191 0.891149 -1.124696
C: -2.782938 0.073481 0.080545
O: -2.034247 -1.920563 0.784481
O: 1.090305 1.218954 0.923871
O: 3.736790 1.593720 1.252244
S: 2.453895 0.690864 0.741272
Br: -4.300038 0.916835 -0.825146
H: -5.174451 -1.189727 1.117039
H: -4.601367 -2.243137 -0.214121
H: -4.236651 -2.790076 1.312477
H: 3.516612 -0.635064 -2.352398
H: 4.837476 -0.003481 -1.347309
H: 3.538345 -1.026719 -0.626092
H: -1.586157 1.799240 -0.028701
H: 3.610543 2.222686 2.019142
H: -0.814213 0.436937 0.936382
H: 1.938458 0.807090 -1.826972
H: 3.270901 1.849371 -1.156480

Forces on the atoms, in the same order (eV/Å):
C -0.4 -0.5 0.5
C 0.5 3.4 0.3
C -2.0 1.6 0.4
C -1.2 -2.2 -0.7
C -0.4 -1.7 0.7
C 0.4 2.8 0.4
O 1.0 -1.1 0.4
O 1.0 0.8 0.5
O -0.2 1.6 0.7
S -1.1 -1.0 -1.5
Br 0.7 -0.3 0.2
H 0.8 -1.1 -0.3
H -1.1 -0.5 -1.9
H 0.0 -1.3 1.4
H 0.4 -0.8 -0.8
H 0.8 0.0 0.1
H 0.5 -0.6 -0.2
H -0.1 0.7 0.0
H -0.3 -1.1 -1.2
H -0.9 0.0 -0.2
H 0.9 0.2 1.6
H 0.6 1.2 -0.4

Properties
HOMO level = -0.3412 hartree
orbital gap = 0.353 Eh
DFT total energy = -3433.040415 Eh
LUMO energy = 0.01207 Ha
energy relative to the best compared isomer or geometry (same formula, charge and spin) = 119.8 kJ/mol
2S+1 = 1

***

Max |F| list, top to bottom, in eV/Å: 4.7, 4.2, 5.9, 5.5, 2.4, 3.5